Computed, not measured: a 11-piece molecular cluster, C35H64BN14O27PS overall in a non-equilibrium geometry, with ωB97M-V/def2-TZVPD.

- total charge = 0
- HOMO level (eV) = -9.14
- molecular weight (u) = 1186.82
- electronic energy (hartree) = -4933.79346
- gap between HOMO and LUMO (Eh) = 0.32352
- SMILES = [H]/N=C(/N)NCCCCN1C(=O)c2c(CCCS)c(CP(=O)(O)O)c(CCc3ccccc3)c(B(O)O)c2C1=O.C[N+](=O)[O-].C[N+](=O)[O-].C[N+](=O)[O-].C[N+](=O)[O-].C[N+](=O)[O-].C[N+](=O)[O-].C[N+](=O)[O-].C[N+](=O)[O-].C[N+](=O)[O-].C[N+](=O)[O-]

Each line ends with the Mulliken charge.
Positions of all 143 atoms, in Å:
C: -0.32 1.78 -3.20  0.34
O: -3.06 -3.24 3.54  -0.56
N: 4.12 -1.56 -0.90  -0.36
H: -4.80 1.31 1.06  0.37
O: 2.79 1.67 6.00  -0.51
H: -7.52 -3.54 2.95  0.29
N: -8.88 -2.98 1.47  0.89
H: 6.42 -9.25 2.09  0.26
C: -6.62 7.43 1.05  -0.84
P: -3.24 2.77 1.13  0.69
H: 7.39 1.27 -9.84  0.29
O: 3.03 3.70 5.31  -0.49
C: -0.13 4.51 -0.56  -1.23
H: 1.97 3.88 -0.41  0.32
H: -6.52 8.47 1.36  0.31
H: 4.21 -4.87 3.80  0.49
H: -8.45 -0.56 -2.27  0.40
C: 4.39 1.81 -2.59  -1.24
C: 4.34 0.94 -1.33  -0.19
O: -3.16 -2.19 1.67  -0.50
C: 4.12 -1.37 0.53  0.17
H: -1.34 -1.70 4.24  0.32
H: 5.04 -3.93 2.53  0.26
H: 3.14 -0.01 1.55  0.18
H: -1.22 -1.60 -4.46  0.29
H: 2.29 -0.68 0.33  0.33
C: 0.90 1.37 -4.02  -0.08
O: 4.31 -5.64 0.72  -0.58
H: 5.66 -2.75 -5.21  0.33
O: 2.68 -5.08 5.11  -0.54
O: 1.03 0.98 -5.15  -0.60
H: -6.20 -3.95 -1.02  0.43
O: -4.84 5.97 1.36  -0.41
H: 3.35 0.90 -0.87  -0.32
O: -8.60 -1.81 1.37  -0.49
H: 0.77 2.87 7.09  0.28
H: -1.96 1.51 2.18  0.17
N: -5.72 6.61 1.90  0.85
H: -8.89 -4.67 2.72  0.30
N: 2.93 -0.89 1.09  -0.36
C: 5.70 -2.09 -6.07  -0.92
H: -2.39 5.83 3.27  0.09
H: 7.02 1.15 -8.09  0.24
N: 5.66 0.20 -9.38  0.90
C: 3.33 1.50 -3.63  -1.00
H: -8.35 -2.96 -1.64  0.48
N: 2.59 2.87 6.07  0.87
H: 1.43 4.88 0.90  0.92
H: 4.78 -9.09 2.79  0.24
H: 3.51 2.04 -4.57  0.51
O: -5.92 6.64 3.10  -0.57
O: 5.50 -0.65 -8.52  -0.50
H: -4.53 2.08 -1.52  0.91
C: 0.13 2.79 -2.35  0.55
C: -2.99 6.28 4.05  -0.12
N: 1.74 -5.55 5.72  0.88
H: 0.17 5.37 -1.17  0.51
N: 5.11 -1.65 1.29  -0.73
H: 4.97 1.43 -0.58  0.59
H: 3.43 0.44 -3.88  0.49
B: -2.08 0.15 -4.14  0.86
O: 4.40 -6.87 2.49  -0.54
H: 3.26 -4.09 2.51  0.18
H: -6.46 0.83 -2.20  0.35
H: 4.71 -1.80 -6.40  0.33
H: 6.05 2.23 -9.14  0.29
H: 1.39 -7.55 6.21  0.28
C: 0.78 2.87 1.11  0.51
O: -1.11 -0.67 -4.68  -0.65
C: 6.61 1.30 -9.08  -0.68
H: 1.92 -7.27 4.52  0.21
H: 1.65 4.42 7.13  0.31
O: 2.30 3.96 -2.65  -0.62
C: -1.63 1.32 -3.18  -0.02
C: -3.91 1.44 -2.13  -1.91
H: 6.26 -2.53 -6.89  0.32
C: 1.60 2.97 -2.67  -0.38
H: -3.72 0.23 -0.38  0.25
H: -3.97 3.76 -0.90  0.85
O: -2.25 1.53 1.26  -0.21
N: 5.65 -11.00 2.93  0.88
C: -0.69 3.41 -1.44  0.63
H: -2.08 -0.44 3.22  0.07
O: -3.41 -0.10 -4.44  -0.52
O: 5.08 -11.15 3.99  -0.53
O: 5.90 -0.22 -4.73  -0.57
C: -3.87 0.06 -1.45  0.11
C: -1.65 -1.43 3.24  -0.59
N: -2.71 -2.37 2.78  0.92
H: -0.23 3.02 1.46  -0.32
H: 2.22 3.04 8.12  0.28
H: -4.17 -2.56 -0.92  0.34
N: -2.24 7.44 4.61  0.94
H: -9.15 -3.10 3.54  0.28
H: 5.35 1.60 -3.06  0.51
C: -6.23 -2.90 -1.27  -0.92
C: -5.10 -2.10 -1.23  -0.24
C: 4.20 -4.57 2.76  -0.73
O: -9.38 -3.66 0.60  -0.52
H: -0.83 4.88 0.17  0.12
H: -7.63 7.08 1.21  0.30
C: -2.04 2.97 -1.41  0.77
H: 5.90 -0.51 -1.11  0.36
H: 5.89 -1.97 0.70  0.26
H: -0.82 -1.51 2.54  0.33
C: -7.46 -2.35 -1.64  -0.49
C: -8.59 -3.63 2.78  -0.74
C: -7.51 -1.01 -1.99  -0.88
O: 1.15 -5.01 6.62  -0.52
C: -2.99 3.66 -0.43  -2.50
H: 4.65 -2.41 -1.04  0.33
O: -4.77 2.27 1.20  -0.61
H: -3.93 6.66 3.65  -0.02
H: 5.03 -0.69 -2.60  0.14
H: 4.42 2.86 -2.30  0.64
N: 6.40 -0.85 -5.64  0.99
H: -3.17 5.59 4.86  0.27
H: -3.52 -1.05 -4.49  0.25
C: 4.90 -0.46 -1.55  -0.29
N: 1.97 1.69 -3.14  0.63
O: -2.99 3.69 2.25  -0.52
O: 7.43 -0.54 -6.21  -0.54
O: 5.11 0.21 -10.46  -0.53
H: -4.37 1.40 -3.11  0.67
C: 1.29 -6.92 5.34  -0.64
N: 4.31 -5.79 1.92  0.93
O: -1.14 7.69 4.15  -0.55
H: -6.32 7.31 0.01  0.32
H: -3.02 -0.55 -1.77  0.43
C: -5.15 -0.75 -1.57  0.40
H: 1.82 1.53 2.92  0.10
C: -2.49 1.95 -2.24  -0.07
C: 1.12 4.07 0.24  -1.53
H: 0.87 1.93 0.56  0.23
H: 0.25 -6.84 5.03  0.28
O: 6.37 -11.82 2.40  -0.54
C: 5.44 -9.71 2.21  -0.57
S: 1.86 2.83 2.58  -0.18
C: -6.37 -0.22 -1.95  -0.34
O: -2.78 8.07 5.50  -0.58
C: 1.74 3.35 7.20  -0.74
H: 5.01 -9.95 1.24  0.28
H: -2.66 4.67 -0.21  1.00



Computed, not measured: a 4-piece molecular cluster, C35H64BrF3NO15P3 overall in a non-equilibrium geometry, with ωB97M-V/def2-TZVPD.

- total charge = 0
- HOMO level (eV) = -9.72
- molecular weight (u) = 968.71
- electronic energy (hartree) = -6452.37704
- gap between HOMO and LUMO (Eh) = 0.27406
- SMILES = C#CC1=C(CCC(F)(F)F)C(=O)C(C[C@H](O)CN)=C(C[C@H](C)Br)C1=O.CCOP(=O)(OCC)OCC.CCOP(=O)(OCC)OCC.CCOP(=O)(OCC)OCC

Each line ends with the Mulliken charge.
Positions of all 122 atoms, in Å:
H: 0.63 5.63 1.66  0.15
C: 2.76 7.47 6.68  -0.29
H: -4.36 7.50 -7.12  0.26
C: -2.91 2.06 -7.22  -0.11
H: -3.79 2.82 0.33  0.35
H: 0.12 -5.78 2.67  0.40
C: 1.27 4.55 3.42  -0.35
H: -1.53 4.09 -3.45  0.50
H: 4.46 7.15 1.42  0.32
H: -4.26 0.44 -6.78  0.34
C: -2.16 -3.36 1.38  0.78
H: -4.19 7.69 -8.86  0.28
O: -4.98 5.48 -5.85  -0.75
H: 2.51 7.33 -0.17  0.32
N: 4.14 -4.86 -2.24  -0.59
H: -0.81 -9.09 8.84  0.26
C: -0.15 -8.39 9.36  -1.01
H: -2.75 0.40 -5.85  0.26
H: 5.17 -5.00 -2.03  0.26
O: -0.63 -2.58 -3.85  -0.65
F: -3.44 -3.83 0.81  -0.24
P: -0.68 -7.54 6.03  1.03
O: -0.37 -9.14 5.67  -0.39
C: -3.52 1.06 -6.27  -0.99
H: -0.90 -10.23 3.23  0.26
C: -1.81 1.32 -0.51  -0.65
H: 3.88 -4.07 -1.59  0.19
H: -3.13 -1.42 -0.72  0.39
C: -1.92 3.82 -4.44  -0.70
H: 4.86 -3.70 -4.00  0.26
O: -1.86 -7.88 6.97  -0.75
C: 3.13 0.50 -0.16  -0.63
H: 3.28 5.91 1.66  0.19
O: 0.83 6.70 5.07  -0.75
H: 3.89 0.50 -3.48  0.19
H: -0.18 -7.24 1.72  0.38
H: 1.79 4.34 1.33  -0.01
O: 1.62 -4.40 -2.85  -0.48
C: 3.97 -4.40 -3.71  -0.38
H: 0.88 -4.75 -3.46  0.35
H: 0.58 -8.67 3.56  0.24
H: 4.89 1.14 -1.45  0.35
H: 0.37 4.73 4.01  0.34
C: -0.11 -1.69 -3.00  0.04
H: 1.48 7.76 1.21  0.30
H: -5.98 6.11 -9.33  0.34
H: 0.11 3.93 1.70  0.38
H: -2.07 -8.95 3.55  0.18
O: -4.67 5.07 -8.17  -0.33
H: 0.86 -6.53 9.04  0.34
C: -2.88 2.10 0.05  -0.62
C: 3.09 1.09 -2.86  -0.88
H: 3.56 8.05 7.14  0.34
C: -0.88 0.49 -1.62  0.93
O: 0.64 -7.16 4.98  -0.31
P: 2.02 7.04 4.13  1.02
H: 2.13 6.40 8.45  0.35
H: -1.12 3.29 -4.97  0.18
O: 3.15 7.19 5.34  -0.33
Br: 3.70 3.41 -0.99  -0.18
O: 2.32 5.44 3.77  -0.41
O: 0.14 2.53 -2.97  -0.57
H: -1.22 -6.82 3.11  0.18
H: -6.46 5.99 -7.65  0.32
O: 0.45 -7.39 7.24  -0.33
C: 0.28 1.26 -2.54  0.35
H: -2.04 2.55 -6.81  0.22
H: 1.88 5.49 6.94  0.26
C: 1.64 0.33 -2.84  0.01
H: -0.85 -1.44 0.88  0.30
F: -2.37 -2.54 2.63  -0.28
C: -1.77 -9.96 3.84  -0.99
H: 2.82 8.80 0.78  0.33
H: -2.75 3.13 -4.31  0.09
C: 2.49 -3.63 -3.76  -0.22
H: -1.09 -11.04 5.56  0.31
C: -2.35 5.06 -5.21  -0.51
O: -2.85 4.73 -6.50  -0.41
C: -1.28 -2.43 0.37  -0.55
H: -0.31 -3.01 -0.02  0.27
H: -0.57 -8.18 10.35  0.35
H: 2.01 0.78 0.05  0.16
H: -4.05 1.56 -5.45  0.27
H: 3.50 5.66 7.60  0.28
H: 3.53 -2.07 -2.38  0.15
O: 3.34 7.42 3.08  -0.33
C: -4.92 7.48 -8.07  -1.01
H: 1.60 3.54 3.66  0.30
P: -4.45 4.31 -6.71  1.04
H: -2.28 -2.90 -1.69  0.31
H: -3.07 5.63 -4.62  0.34
H: 3.77 0.66 0.84  0.38
H: 1.76 -7.42 3.32  0.32
C: -0.19 -6.82 2.73  -1.02
C: 1.44 -1.16 -3.06  0.83
C: 2.50 7.76 0.83  -1.13
H: -1.48 5.70 -5.36  0.31
H: -5.66 8.29 -8.05  0.35
O: -3.86 3.00 -7.67  -0.32
C: 0.93 4.62 1.94  -0.64
H: 0.80 -8.91 9.49  0.28
C: -1.06 -0.97 -1.83  0.26
H: -0.83 -6.47 8.59  0.32
H: 2.94 2.14 -3.39  0.41
H: -2.58 -10.64 3.60  0.41
C: 3.43 6.98 1.74  0.01
H: 3.93 -5.40 -4.33  0.30
C: 0.73 -7.60 3.64  -0.15
H: 1.86 8.11 6.70  0.32
C: -2.12 -1.94 -0.99  -0.76
H: -2.33 -9.84 5.91  0.32
H: 2.15 -3.67 -4.88  0.37
H: 3.21 -0.62 -0.48  0.09
C: 3.73 1.41 -1.38  -0.13
C: 0.06 -7.10 8.58  -0.29
C: 2.55 6.19 7.46  -1.01
H: -2.56 1.52 -8.11  0.35
C: -5.60 6.14 -8.31  -0.29
C: 2.78 -2.08 -3.30  -0.49
H: 3.38 -1.58 -4.20  0.26
C: -1.43 -10.02 5.32  -0.29
F: -1.25 -4.48 1.82  -0.30



Computed, not measured: C35H65BrN4O4P2S2Ti as an isolated structure, with ωB97M-V/def2-TZVPD.

- total charge = 0
- HOMO level (alpha / beta) (eV) = -5.46 / -6.33
- molecular weight (u) = 859.78
- multiplicity = 3
- electronic energy (hartree) = -6795.31617
- gap between HOMO and LUMO (alpha / beta) (Eh) = 0.20870 / 0.24052
- relative energy (zero: lowest compared OMol25 entry of this formula, charge and spin) (eV) = 0.701

Each line ends with the Mulliken spin population.
Positions of all 114 atoms, in Å:
N: -1.33 0.74 -0.12  0.12
H: 2.40 -0.27 -2.03  0.01
C: 3.35 -2.03 -2.50  0.01
H: 2.61 5.05 0.07  0.00
H: 4.76 -2.68 -0.99  0.00
H: 3.40 -1.06 3.00  0.00
H: -5.07 0.57 2.48  0.00
C: 3.55 2.04 -1.37  0.00
H: -2.95 -2.82 2.99  -0.01
C: 3.04 -3.99 -1.04  0.00
C: 3.66 -0.69 2.01  0.00
C: 2.55 1.62 2.86  0.00
C: -1.74 1.62 3.56  -0.01
N: 3.53 -4.92 0.00  0.00
H: -1.99 5.17 -1.21  0.00
Ti: -0.57 -0.93 0.83  1.65
C: -2.92 2.22 4.32  0.00
H: 2.51 -4.42 1.52  0.00
H: 1.77 0.71 -5.56  0.00
H: 1.85 -1.91 -4.06  0.00
H: 0.61 4.74 -3.03  0.00
C: -3.17 -0.84 3.84  -0.02
H: -4.39 -2.61 4.01  0.00
H: 2.88 -5.37 -2.69  0.00
H: -0.97 1.33 4.28  0.00
C: -3.75 -2.13 3.26  0.04
C: -4.65 0.81 1.51  0.00
H: -1.44 -1.75 4.80  0.00
N: 0.46 -3.08 -2.16  0.00
H: -2.05 -0.78 -2.13  -0.01
H: 1.41 2.46 -3.42  0.00
H: 4.20 4.63 -0.55  0.00
H: -7.20 2.17 1.44  0.00
H: -5.56 1.85 -1.55  0.00
H: -0.65 3.46 3.24  0.00
N: 2.66 -1.14 -1.56  0.02
H: 3.62 -1.49 1.27  0.00
C: -1.14 2.68 2.64  0.04
H: -3.26 1.60 5.15  0.00
C: 2.64 3.25 -1.19  0.00
H: 1.05 -4.31 -3.81  0.00
H: 2.58 3.78 -2.15  0.00
H: -3.99 -0.19 4.14  0.00
H: -2.90 -1.75 5.79  0.00
H: 3.68 -5.85 -0.38  0.00
H: 1.77 -1.58 -1.31  0.00
O: 0.66 -2.79 0.70  0.02
C: 3.26 4.21 -0.18  0.00
H: -4.33 -1.95 2.36  0.00
H: 3.48 3.68 0.76  0.00
P: -2.13 0.06 2.62  0.16
S: 0.50 -3.63 1.88  0.02
H: 4.10 -1.42 -3.02  0.00
C: 0.61 5.31 -2.10  0.00
C: -2.32 -1.16 5.07  0.00
H: 1.73 2.33 2.73  0.00
C: -2.71 0.91 0.04  -0.02
H: -2.63 3.19 4.74  0.00
C: -0.79 0.80 -1.43  -0.14
H: -3.76 2.39 3.65  0.00
H: -0.03 6.19 -2.26  0.00
H: -0.43 2.28 1.93  -0.01
H: -1.20 -0.75 -4.44  0.00
C: -3.57 1.37 -0.96  0.00
H: 3.50 2.15 2.84  0.00
H: -0.16 -5.82 2.25  0.00
C: 1.48 -3.74 -2.98  0.01
H: -0.20 -3.72 -1.73  0.00
S: 2.46 0.50 1.49  0.00
P: 0.93 2.88 -0.56  0.00
C: -0.80 -0.05 -3.72  0.00
C: 0.70 0.92 -5.51  0.00
H: 0.19 0.21 -6.15  0.00
C: 2.22 -4.73 -2.08  0.00
H: -1.38 -4.85 1.33  0.00
H: -1.94 3.16 2.07  0.00
O: -0.09 -3.04 3.03  0.03
C: -1.44 4.22 -1.20  0.00
Br: -2.42 -2.58 0.02  0.02
H: -1.59 3.75 -2.17  0.00
C: 0.21 1.72 -1.80  0.01
H: -7.51 1.59 -0.19  0.00
H: 4.55 2.38 -1.64  0.00
H: 3.07 -3.16 -4.31  0.00
H: -1.97 -0.26 5.59  0.00
C: -6.98 1.36 0.74  0.00
C: 2.44 -2.69 -3.55  0.00
C: -0.33 -5.11 1.45  0.00
C: -1.27 -0.07 -2.42  -0.04
H: 2.36 -3.31 -0.53  0.00
C: 4.08 -3.13 -1.72  0.00
H: 4.65 -0.22 2.00  0.00
H: 3.63 1.46 -0.45  0.00
O: 1.92 -4.14 2.30  0.00
H: -1.89 3.58 -0.46  0.00
H: 4.69 -3.74 -2.41  0.00
H: -7.41 0.45 1.14  0.00
H: 3.21 1.37 -2.15  0.00
H: -0.07 -2.40 -2.69  0.00
C: -5.50 1.23 0.49  0.00
H: 2.43 1.05 3.78  0.00
H: 4.43 -4.61 0.35  0.00
H: 0.12 5.05 -0.02  0.00
H: -3.17 1.61 -1.94  0.00
H: 0.56 1.92 -5.94  0.00
H: 0.08 -5.47 0.51  0.00
C: -3.28 0.66 1.32  0.01
O: 1.15 -0.22 1.74  0.06
C: -4.93 1.51 -0.74  0.00
C: 0.04 4.48 -0.95  0.00
C: 0.18 0.86 -4.10  0.00
H: 1.62 5.68 -1.91  0.00
C: 0.66 1.73 -3.13  0.00
H: 1.49 -5.39 -1.60  0.00